DFT (the ωB97M-V functional and the def2-TZVPD basis) results for a structure of composition C32H39BFN3O25S.

```
102
Properties=species:S:1:pos:R:3
H -7.0653 2.7112 0.1056
O -0.8887 3.8567 -6.7035
C 0.6295 2.8298 -0.9655
H -2.5255 -3.3292 -0.0457
C -2.4177 -2.4543 -3.0458
H 3.5396 -5.2364 4.5154
C -1.3976 -3.9918 -1.7710
C -2.6661 -3.5454 -1.1043
C 0.0222 6.7810 -0.4004
H -6.8113 -1.9922 -4.1236
H 6.4257 -0.3182 2.5611
C -2.0361 3.8080 -2.5965
O 1.1990 1.5266 -3.2304
O -4.3023 3.2013 0.1498
C 1.1462 5.0038 1.0954
O 3.1934 -1.1850 4.4505
N 2.2631 3.1667 2.5198
H -0.0200 -0.5822 -1.9068
O 1.6042 -4.7863 3.9061
C -0.5784 0.3866 -1.7391
C 2.6529 -4.7179 4.8709
N 1.0241 7.7900 -0.0597
C 0.2517 4.1787 -6.8328
O 1.2731 9.7558 1.0143
H 4.4745 -9.4372 4.0210
C -7.1249 -3.7909 -2.0123
C 4.3336 -0.8614 4.3256
C -5.4013 4.0845 0.3497
N 1.8154 1.2788 0.6787
C -4.5179 2.5463 -1.0224
O 4.8614 0.2950 4.8084
C 2.0494 -5.3734 6.0752
O -3.7117 1.8601 -1.5657
H -5.1284 5.0771 -0.0180
H 2.3383 4.7169 -8.6063
H -2.2888 3.3495 -1.6152
O -5.7731 2.7780 -1.4929
H 2.4255 -4.9558 7.0080
O -0.6461 -4.7986 4.0958
H 6.7002 1.1821 4.4164
O 1.1908 3.4375 -7.4797
O 0.7853 5.3377 -6.3505
C 2.3512 4.2478 -7.6189
C 0.4475 5.2859 -0.1630
O -3.0091 -2.3651 -1.8216
O -1.5480 -3.4983 -3.0983
H 7.3427 -1.3831 3.6477
H -0.5081 -3.5404 -1.3241
H 3.2565 3.6493 -7.5234
H 2.2009 -6.4524 6.0836
C -6.4935 3.4486 -0.4639
H -0.9366 0.4031 -0.6763
C 4.6617 -7.4764 5.9986
O 5.4936 -8.4537 6.4438
H -5.7118 -4.8454 -4.1740
O 1.4271 5.9613 2.0663
C 3.9751 -9.3594 4.9899
O -5.8094 -3.9174 -2.3427
H -7.1815 4.1810 -0.8851
C 6.2751 0.2093 4.6615
O -7.8703 -3.4202 -3.0889
C -5.7235 -3.8331 -3.7604
O 4.7941 -6.3167 6.2449
H -2.8205 4.5064 -2.9905
H -1.4511 0.3960 -2.4594
O 0.6568 -5.1025 5.9170
C 0.4997 8.9317 0.6155
H -4.8137 -3.3148 -4.0635
H 2.6350 4.8941 -5.5667
B 0.4413 1.6172 -2.0084
H 0.5313 1.6613 -3.9339
O 3.6597 -7.9920 5.2369
O -2.6360 -1.7132 -3.9545
H 2.6265 6.2156 -6.7543
O -7.5652 -3.9800 -0.9231
H 1.6314 8.0371 -0.8419
S 2.4641 1.5394 2.2010
O -1.0670 6.9886 -0.8781
H 4.3354 -10.0553 7.0142
F -0.8307 9.1303 0.8930
C 0.4350 -4.8870 4.5913
C -0.5711 4.4909 -2.5449
C 4.8832 -9.7039 6.1361
C 0.1747 4.2038 -1.2113
O 5.2755 -1.6023 3.6826
C 2.1988 5.2446 -6.5060
H 0.6006 6.3203 2.4418
H 0.0528 4.0500 -3.3796
H 6.7078 -0.1399 5.6026
C 6.4358 -0.7873 3.5484
H -1.2826 -5.0752 -1.7697
H 2.9021 -3.6685 5.0470
H -5.6548 4.1563 1.4069
C 1.6069 3.5953 1.3764
H -7.3584 -3.3680 -5.1044
H 5.6330 -10.4468 5.8665
H -3.4753 -4.2716 -1.2139
H -0.7030 5.5760 -2.7882
H -1.9383 2.9511 -3.3287
C -6.9641 -3.0743 -4.1320
H 3.0728 -9.9695 4.9726
C 1.3404 2.5379 0.3283
```

Output
max |F| = 0.077 hartree/bohr
multiplicity = 1
Kohn-Sham gap = 7.49 eV
E_HOMO = -8.384 eV



DFT (the ωB97M-V functional and the def2-TZVPD basis) results for a structure of composition C32H39Cl2N3O2Re.

```
79
Properties=species:S:1:pos:R:3
H -3.0704 -0.9224 -4.2157
H 1.7379 3.9696 1.4430
C 3.7003 2.1898 1.0201
C -2.7483 -1.8116 0.2706
H -2.0007 -2.7832 -2.0666
H 2.7984 2.8298 3.6810
Re -0.1030 -0.5325 -0.1921
C 0.2905 -2.4914 2.0467
H 0.4023 3.7773 2.5575
H -2.7982 -3.1573 -3.5776
H 0.8246 -3.9175 3.5392
N 1.4045 -0.6983 0.9440
C 2.5614 1.4182 1.2525
H 5.5470 0.0542 -0.8410
N -1.9677 -0.8168 -0.3834
H 3.7788 3.1695 1.4717
C -1.2207 -4.1478 2.8390
H -3.4096 3.4073 1.5912
H 4.4921 -2.7385 1.1369
H -3.9176 3.2854 -0.5583
C 4.7467 1.7116 0.2515
H -0.6210 -0.1816 -4.3564
H -4.7437 0.9254 2.5599
Cl -0.3627 3.2444 -1.8795
C 3.6085 -0.3960 -0.0621
H -3.8833 3.2764 -3.0123
C -2.5099 0.2641 -1.1136
H 5.6139 2.3341 0.0781
C 4.7048 0.4255 -0.2741
C -4.6163 0.9593 1.4789
C -2.6066 0.1705 -2.5277
C -0.9750 -1.1482 -4.0023
C 1.5478 -1.7086 1.9596
C 2.0544 2.0357 3.6150
H -3.2017 -4.0188 1.9524
H 2.6277 -2.2634 -0.4397
C -2.1971 -3.6213 1.9983
C -2.7317 2.5876 1.8280
H -0.9865 -1.8313 -4.8505
C -3.5063 2.4347 -1.0819
Cl 0.9744 0.6037 -1.9794
H 1.8026 2.6800 -1.1410
C 3.6059 -1.8046 -0.6283
H 2.5299 1.1053 3.9245
H -1.7232 2.8914 1.5466
C -2.7494 -2.4205 -2.7766
C -3.5055 2.4194 -2.4709
C -3.0133 1.3562 -0.3667
H 0.2492 3.1963 0.9048
C 0.9387 3.2924 1.7414
H -2.5266 0.4850 1.5275
H -0.2479 -1.5490 -3.2853
C -3.1592 1.2912 1.1372
O -3.9137 -1.9916 0.1007
H 5.6573 -2.2343 -0.0869
H 0.6617 1.2171 2.2225
H -4.9385 0.0041 1.0595
N -0.6358 -2.0167 1.2171
H -3.7218 -2.3990 -2.2883
C 2.5504 0.1411 0.6900
H 4.6711 -3.6664 -0.3600
H 1.6267 2.6197 -2.9501
C 1.1559 2.4525 -1.9855
H 4.8022 -1.4136 -2.4055
C -1.8564 -2.5482 1.1975
H 3.7551 -2.8174 -2.5330
H -2.7603 2.4527 2.9088
H -3.1893 1.2805 -4.2539
H 3.0753 -1.1961 -2.6674
C 3.8176 -1.8010 -2.1458
C 0.0429 -3.5649 2.8810
C -2.3744 -1.0723 -3.3859
H -5.2731 1.7373 1.0879
O 2.5263 -1.8504 2.6214
H -1.4441 -5.0034 3.4606
C 4.6660 -2.6626 0.0631
C 1.4897 1.9378 2.1936
H 1.2579 2.2671 4.3203
C -3.0879 1.2976 -3.1764
```

Output
max |F| = 0.032 hartree/bohr
multiplicity = 2
energy above the lowest of the compared OMol25 structures with the same formula, charge and spin = 12.8 kcal/mol
Kohn-Sham gap (spin up / spin down) = 5.86 / 6.10 eV
E_HOMO (spin up / spin down) = -14.501 / -14.500 eV
net charge = +2